Here is a structure of composition C30H32CrN9S from the OMol25 dataset. Energies are from ωB97M-V/def2-TZVPD.

Results
Kohn-Sham gap (spin up / spin down) in eV: 6.188 / 6.283
F_max in Eh/bohr: 0.014
HOMO energy (spin up / spin down) in eV: -12.97 / -13.25
Expectation value of S²: 4.218

ORCA input file:
```
! wB97M-V def2-TZVPD RIJCOSX def2/J DEFGRID3
* xyz 2 4
Cr 0.474 -0.370 -0.629
C 0.514 0.223 -2.949
C 1.796 -0.269 -2.632
C 1.672 -1.679 -2.254
C 0.335 -2.021 -2.332
C -0.406 -0.822 -2.760
C -1.829 -0.783 -3.219
C -0.183 -3.420 -2.240
C 2.791 -2.667 -2.129
C 3.076 0.445 -2.901
C 0.224 1.557 -3.563
H -1.890 -0.229 -4.155
H -2.501 -0.297 -2.512
H -2.214 -1.785 -3.394
H 0.051 -3.882 -1.281
H 0.291 -4.024 -3.016
H -1.258 -3.475 -2.381
H 3.765 -2.213 -2.310
H 2.678 -3.435 -2.896
H 2.809 -3.182 -1.168
H 3.710 0.542 -2.022
H 2.894 1.442 -3.294
H 3.642 -0.109 -3.654
H -0.823 1.830 -3.461
H 0.455 1.534 -4.631
H 0.816 2.353 -3.113
N 4.256 -0.729 0.096
C 3.499 0.167 0.723
N 4.082 0.676 1.843
C 3.346 1.396 2.648
N 3.906 2.024 3.682
N 1.993 1.499 2.485
C 1.494 1.238 1.141
N 2.308 0.507 0.224
C -0.112 3.156 0.264
C -0.652 4.417 0.478
C -1.822 4.761 -0.175
C -2.415 3.829 -1.014
C -1.793 2.605 -1.184
N -0.656 2.267 -0.570
H 5.156 -0.947 0.488
H 3.916 -1.239 -0.697
H 4.895 1.891 3.826
H 3.360 2.404 4.435
H -0.163 5.117 1.142
H -2.268 5.734 -0.029
H -3.336 4.045 -1.536
H -2.223 1.859 -1.839
N -2.744 -0.888 2.241
C -3.265 -2.216 2.227
C -3.732 -2.808 3.385
C -4.181 -4.121 3.327
C -4.119 -4.836 2.140
C -3.615 -4.241 0.991
C -3.214 -2.916 1.035
S -2.722 -2.033 -0.408
N -1.471 -1.043 0.257
C -1.714 -0.548 1.438
C -0.706 0.461 1.912
C -0.935 1.433 2.978
C -0.134 2.473 3.235
C 1.191 2.750 2.563
C 1.132 2.732 0.992
N 0.312 0.409 1.152
H -2.810 -0.417 3.130
H -3.754 -2.260 4.317
H -4.570 -4.588 4.221
H -4.464 -5.859 2.106
H -3.558 -4.795 0.065
H -1.856 1.352 3.541
H -0.460 3.179 3.989
H 1.710 3.591 3.015
H 2.018 3.248 0.616
*
```

Here is a structure of composition C30H32FIrN6O8S3 from the OMol25 dataset. Energies are from ωB97M-V/def2-TZVPD.

Results
Kohn-Sham gap (spin up / spin down) in eV: 5.329 / 5.252
F_max in Eh/bohr: 0.022
HOMO energy (spin up / spin down) in eV: -8.88 / -8.85
Expectation value of S²: 0.781

ORCA input file:
```
! wB97M-V def2-TZVPD RIJCOSX def2/J DEFGRID3
* xyz 1 2
Ir -0.344 -0.061 -0.520
O 0.559 2.164 0.281
C 1.626 2.484 -0.606
C 1.339 1.876 -1.958
N 1.145 0.402 -1.875
C 2.357 -0.299 -1.373
C 2.376 -0.387 0.161
O 3.408 -0.449 0.778
O 1.183 -0.452 0.715
C 0.688 -0.098 -3.195
C -0.777 0.300 -3.349
O -1.242 0.703 -4.388
O -1.461 0.154 -2.243
H -0.208 2.739 0.119
H 2.537 2.092 -0.156
H 1.747 3.563 -0.716
H 2.149 2.098 -2.661
H 0.408 2.294 -2.345
H 3.267 0.177 -1.737
H 2.322 -1.327 -1.733
H 0.734 -1.184 -3.174
H 1.309 0.284 -4.005
C 0.550 -5.530 4.625
C -0.600 -5.585 3.631
N -0.844 -4.289 2.982
C -0.306 -4.062 1.772
C -0.460 -2.916 1.048
C 0.194 -2.894 -0.305
O 0.929 -3.795 -0.635
O -0.136 -1.922 -1.124
C -1.238 -1.863 1.591
O -1.485 -0.760 1.044
C -1.798 -2.089 2.916
C -2.560 -1.081 3.518
C -3.089 -1.281 4.755
F -3.880 -0.331 5.298
C -2.872 -2.466 5.480
C -2.125 -3.464 4.881
C -1.594 -3.296 3.593
N -3.397 -2.642 6.771
C -4.120 -3.837 7.132
C -3.665 -4.335 8.493
N -3.898 -3.225 9.486
C -3.173 -1.963 9.088
C -3.615 -1.549 7.692
H 0.676 -6.503 5.101
H 0.381 -4.783 5.400
H 1.480 -5.277 4.117
H -1.529 -5.916 4.094
H -0.378 -6.293 2.836
H 0.296 -4.855 1.346
H -2.746 -0.162 2.979
H -1.920 -4.367 5.437
H -3.979 -4.619 6.390
H -5.203 -3.632 7.177
H -2.596 -4.540 8.500
H -4.215 -5.212 8.829
H -3.619 -3.515 10.424
H -4.901 -3.026 9.521
H -2.109 -2.192 9.112
H -3.403 -1.200 9.829
H -3.029 -0.681 7.405
H -4.669 -1.238 7.714
S -4.996 3.478 -4.782
C -3.948 3.158 -3.566
S -4.303 2.116 -2.226
C -2.726 2.388 -1.565
N -1.989 3.178 -2.282
N -2.661 3.615 -3.377
C -1.952 4.465 -4.283
C -2.538 5.628 -4.757
C -1.833 6.429 -5.643
C -0.555 6.076 -6.048
C 0.028 4.917 -5.553
C -0.669 4.108 -4.672
S -2.238 1.719 -0.059
H -3.527 5.911 -4.431
H -2.289 7.337 -6.013
H -0.018 6.695 -6.754
H 1.024 4.633 -5.866
H -0.239 3.188 -4.308
*
```

Here is a structure of composition C30H32GeN5PdS from the OMol25 dataset. Energies are from ωB97M-V/def2-TZVPD.

Results
Kohn-Sham gap (spin up / spin down) in eV: 2.819 / 2.778
F_max in Eh/bohr: 0.043
HOMO energy (spin up / spin down) in eV: -18.71 / -18.69
Expectation value of S²: 0.808

ORCA input file:
```
! wB97M-V def2-TZVPD RIJCOSX def2/J DEFGRID3
* xyz 4 2
Pd -0.954 -0.757 -0.036
N -2.887 -0.979 -2.836
C -3.040 0.214 -2.158
C -3.887 1.177 -2.722
C -4.115 2.351 -2.058
C -3.491 2.581 -0.823
C -2.660 1.620 -0.342
N -2.418 0.441 -0.997
C -2.335 -2.191 -2.459
C -2.632 -3.320 -3.227
C -2.132 -4.539 -2.856
C -1.323 -4.639 -1.712
C -1.054 -3.498 -1.029
N -1.539 -2.272 -1.395
H -3.433 -1.032 -3.682
H -4.376 0.970 -3.668
H -4.786 3.089 -2.482
H -3.671 3.484 -0.255
H -2.161 1.743 0.605
H -3.271 -3.223 -4.098
H -2.372 -5.421 -3.438
H -0.929 -5.589 -1.376
H -0.431 -3.515 -0.145
C -1.843 0.816 4.755
N -1.138 -0.475 4.636
C -1.063 -1.269 3.588
S -1.894 -0.850 2.072
N -0.493 -2.453 3.692
C 0.029 -3.020 4.947
H -1.275 1.448 5.431
H -2.840 0.663 5.161
H -1.917 1.287 3.781
H -0.786 -0.849 5.508
H -0.539 -3.044 2.879
H -0.723 -2.954 5.733
H 0.943 -2.510 5.256
H 0.250 -4.068 4.784
C 1.125 0.773 2.779
Ge 0.964 0.452 0.896
C 2.546 -0.543 0.296
C 3.807 -0.100 0.816
C 4.929 -0.867 0.656
C 4.857 -2.058 -0.117
C 3.620 -2.496 -0.677
C 2.500 -1.729 -0.513
C 1.211 2.167 -0.068
C 1.471 3.297 0.734
C 1.764 4.549 0.179
C 1.808 4.704 -1.218
C 1.557 3.610 -2.058
C 1.634 3.767 -3.455
C 1.402 2.677 -4.311
C 1.098 1.426 -3.767
C 1.006 1.258 -2.380
C 1.237 2.323 -1.490
H 2.108 1.202 2.981
H 1.043 -0.171 3.312
H 0.348 1.452 3.130
H 3.878 0.834 1.366
H 5.874 -0.565 1.087
H 5.761 -2.613 -0.323
H 3.591 -3.420 -1.239
H 1.572 -2.047 -0.972
H 1.444 3.226 1.814
H 1.952 5.394 0.831
H 2.041 5.671 -1.656
H 1.888 4.740 -3.867
H 1.459 2.800 -5.386
H 0.944 0.585 -4.431
H 0.751 0.285 -1.984
*
```

Here is a structure of composition C30H32N4S4Sr from the OMol25 dataset. Energies are from ωB97M-V/def2-TZVPD.

Results
Kohn-Sham gap in eV: 5.792
F_max in Eh/bohr: 0.012
HOMO energy in eV: -1.47

ORCA input file:
```
! wB97M-V def2-TZVPD RIJCOSX def2/J DEFGRID3
* xyz -2 1
Sr 0.539 0.272 0.124
C 1.030 -0.101 3.416
N 0.694 -1.218 2.531
C -0.506 -1.911 3.008
C -1.383 -2.432 1.877
N -2.009 -1.309 1.187
C -2.528 -1.672 -0.129
C -3.037 -0.655 1.958
C -4.120 -1.389 2.430
C -5.166 -0.795 3.118
C -5.136 0.579 3.322
C -4.068 1.322 2.860
C -2.978 0.735 2.186
S -1.657 1.757 1.725
C 1.830 -2.074 2.267
C 2.718 -2.367 3.300
C 3.896 -3.062 3.091
C 4.217 -3.474 1.805
C 3.324 -3.246 0.777
C 2.106 -2.574 0.977
S 1.030 -2.487 -0.394
H 1.053 -0.382 4.480
H 0.284 0.687 3.298
H 2.004 0.303 3.141
H -1.094 -1.188 3.581
H -0.247 -2.741 3.683
H -2.118 -3.145 2.287
H -0.761 -2.964 1.160
H -3.357 -2.396 -0.071
H -1.725 -2.109 -0.725
H -2.894 -0.770 -0.624
H -4.148 -2.458 2.247
H -5.993 -1.394 3.482
H -5.953 1.070 3.840
H -4.043 2.394 3.013
H 2.480 -2.029 4.303
H 4.564 -3.252 3.923
H 5.162 -3.964 1.602
H 3.549 -3.572 -0.230
C -1.616 0.479 -6.329
C -0.668 0.797 -5.166
C 0.517 1.603 -5.696
C -1.411 1.479 -4.025
C -0.934 2.626 -3.392
C -1.637 3.215 -2.349
C -2.860 2.709 -1.918
C -3.630 3.379 -0.818
C -3.327 1.554 -2.535
C -2.610 0.946 -3.555
H -1.067 -0.007 -7.139
H -2.060 1.400 -6.714
H -2.422 -0.192 -6.030
H -0.278 -0.147 -4.769
H 0.193 2.595 -6.024
H 0.959 1.085 -6.549
H 1.285 1.701 -4.933
H 0.003 3.067 -3.699
H -1.235 4.102 -1.870
H -4.661 3.023 -0.782
H -3.624 4.464 -0.943
H -3.165 3.150 0.143
H -4.271 1.124 -2.216
H -3.014 0.045 -4.004
S 3.099 1.453 0.874
C 4.041 0.958 -0.501
C 5.425 0.785 -0.215
N 6.544 0.676 0.047
C 3.612 0.754 -1.790
S 2.002 0.927 -2.423
C 4.581 0.387 -2.768
N 5.353 0.116 -3.583
*
```

Here is a cluster of 6 separate species, C30H32N5O3 in total from the OMol25 dataset. Energies are from ωB97M-V/def2-TZVPD.

Results
Kohn-Sham gap in eV: 3.828
F_max in Eh/bohr: 0.013
HOMO energy in eV: -1.43

ORCA input file:
```
! wB97M-V def2-TZVPD RIJCOSX def2/J DEFGRID3
* xyz -1 1
C 2.457 -1.589 -0.494
C 1.400 -0.794 -1.246
C 0.402 -0.094 -0.385
O 0.529 0.455 0.658
O -0.968 -0.076 -0.961
C -1.821 -0.861 -0.252
C -1.472 -2.322 -0.213
O -2.809 -0.397 0.273
H 2.286 -2.665 -0.586
H 2.564 -1.282 0.545
H 0.847 -1.457 -1.918
H 1.805 0.008 -1.893
H -1.947 -2.778 0.652
H -1.855 -2.799 -1.118
H -0.393 -2.484 -0.177
N 3.539 2.104 -2.183
C 3.300 3.371 -2.509
C 4.220 4.191 -3.145
C 5.462 3.663 -3.460
C 5.726 2.345 -3.125
C 4.736 1.606 -2.489
H 2.316 3.746 -2.246
H 3.967 5.215 -3.388
H 6.211 4.269 -3.956
H 6.683 1.891 -3.348
H 4.905 0.571 -2.210
N -7.969 -1.660 2.895
C -7.634 -1.801 1.614
C -6.344 -1.638 1.131
C -5.337 -1.310 2.025
C -5.668 -1.159 3.364
C -6.989 -1.344 3.743
H -8.447 -2.055 0.941
H -6.133 -1.762 0.077
H -4.320 -1.169 1.682
H -4.922 -0.901 4.104
H -7.282 -1.233 4.782
N -4.140 -0.038 6.179
C -3.700 -0.718 7.235
C -2.845 -0.187 8.188
C -2.418 1.123 8.032
C -2.865 1.842 6.936
C -3.723 1.218 6.043
H -4.050 -1.741 7.316
H -2.518 -0.788 9.025
H -1.744 1.573 8.750
H -2.553 2.864 6.770
H -4.092 1.746 5.170
N 6.210 -1.557 -1.040
C 6.504 -1.810 -2.310
C 7.455 -2.736 -2.715
C 8.143 -3.443 -1.742
C 7.847 -3.192 -0.412
C 6.876 -2.243 -0.120
H 5.943 -1.240 -3.045
H 7.646 -2.899 -3.768
H 8.892 -4.176 -2.015
H 8.353 -3.721 0.384
H 6.606 -2.028 0.909
N -1.708 1.970 -6.034
C -2.752 2.790 -5.931
C -3.423 3.036 -4.744
C -2.987 2.393 -3.595
C -1.904 1.534 -3.680
C -1.302 1.361 -4.919
H -3.064 3.274 -6.852
H -4.265 3.715 -4.722
H -3.482 2.555 -2.646
H -1.536 1.013 -2.806
H -0.448 0.702 -5.026
*
```

Here is a structure of composition C30H33Cl5CoN3O8PS3 from the OMol25 dataset. Energies are from ωB97M-V/def2-TZVPD.

Results
Kohn-Sham gap in eV: 5.547
F_max in Eh/bohr: 0.006
HOMO energy in eV: -2.34
Expectation value of S²: 0.763

ORCA input file:
```
! wB97M-V def2-TZVPD RIJCOSX def2/J DEFGRID3
* xyz -2 2
Co -1.241 0.813 0.238
O 2.874 -1.268 0.320
C 3.526 -0.239 -0.249
C 4.856 -0.449 -0.624
C 5.579 0.571 -1.203
C 5.001 1.824 -1.420
C 3.686 2.032 -1.056
C 2.928 1.014 -0.473
C 1.506 1.240 -0.121
O 0.788 0.236 0.183
N 1.055 2.487 -0.114
N -0.294 2.516 0.207
C -0.785 3.691 0.193
S -2.422 4.051 0.694
C -2.516 5.469 -0.423
C -1.218 6.242 -0.256
S 0.171 5.069 -0.337
H 1.913 -1.057 0.260
H 5.272 -1.440 -0.496
H 6.599 0.381 -1.517
H 5.571 2.617 -1.889
H 3.202 2.985 -1.227
H -3.385 6.066 -0.148
H -2.623 5.083 -1.437
H -1.204 6.770 0.698
H -1.083 6.962 -1.064
Cl -7.651 -2.755 0.067
C -5.989 -2.207 0.086
C -5.712 -0.854 0.005
C -4.396 -0.437 0.018
Cl -4.046 1.262 -0.051
C -3.285 -1.317 0.103
O -2.059 -0.953 0.108
C -3.655 -2.685 0.198
Cl -2.378 -3.855 0.339
C -4.962 -3.129 0.183
H -6.509 -0.127 -0.067
H -5.172 -4.187 0.249
N 0.293 -2.126 -1.636
C 1.430 -2.705 -2.182
C 1.817 -4.001 -1.824
C 3.014 -4.530 -2.274
C 3.858 -3.791 -3.095
C 3.464 -2.519 -3.478
C 2.263 -1.980 -3.036
S 5.445 -4.463 -3.587
O 6.284 -4.345 -2.396
O 5.165 -5.848 -3.959
O 5.883 -3.624 -4.698
H -0.451 -2.737 -1.344
H -0.045 -1.260 -2.031
H 1.180 -4.577 -1.160
H 3.312 -5.531 -1.987
H 4.116 -1.950 -4.128
H 1.974 -0.976 -3.329
C 0.113 -1.896 2.348
C 0.184 -0.509 2.988
P -1.204 0.569 2.483
C -2.692 -0.242 3.182
C -2.748 -0.436 4.693
C -0.985 2.111 3.466
C -0.219 2.013 4.784
H 1.047 -2.432 2.521
H -0.049 -1.834 1.272
H -0.702 -2.488 2.770
H 1.094 -0.002 2.662
H 0.218 -0.582 4.078
H -2.754 -1.206 2.673
H -3.551 0.339 2.834
H -1.889 -1.004 5.056
H -3.647 -0.988 4.972
H -2.770 0.518 5.223
H -1.991 2.514 3.625
H -0.481 2.818 2.804
H -0.675 1.311 5.482
H -0.178 2.991 5.269
H 0.807 1.690 4.613
Cl -1.313 -0.023 -4.585
C -0.980 1.601 -3.947
Cl 0.769 1.927 -3.935
C -1.529 1.788 -2.515
O -2.199 2.801 -2.322
O -1.184 0.874 -1.715
H -1.441 2.318 -4.614
*
```